[1]
The following is a DFT calculation (the ωB97M-V functional and the def2-TZVPD basis) of C31H49BaCl2NO4P as an isolated structure.

XYZ file:
```
89
Properties=species:S:1:pos:R:3:forces:R:3
Ba -0.1048 0.2150 -0.2233 -0.03 -0.03 -0.76
C 0.6214 -2.6516 2.0459 0.07 0.20 0.14
C 0.9403 -3.0770 0.6281 -0.24 -0.08 -0.22
O 0.1056 -2.4709 -0.3606 -0.10 -0.15 0.04
C -1.1674 -3.0512 -0.6614 0.23 -0.10 0.17
C -2.2526 -2.7022 0.3428 -0.13 0.25 0.14
O -2.2125 -1.3003 0.6082 -0.10 -0.08 0.07
C -2.9287 -0.8915 1.7733 0.02 -0.20 -0.26
C -2.6380 0.5713 2.0440 0.30 0.11 0.25
O -1.2380 0.8962 2.0208 -0.20 -0.02 0.31
C -0.4281 0.6818 3.1841 -0.43 0.08 -0.16
C 0.0179 -0.7549 3.3542 0.20 -0.13 -0.07
O 0.5749 -1.2261 2.1258 -0.05 -0.09 0.14
H 1.4047 -3.0438 2.7036 -0.02 -0.01 0.03
H -0.3366 -3.0505 2.3893 -0.01 -0.07 -0.04
H 0.8756 -4.1665 0.5528 0.02 -0.01 0.04
H 1.9583 -2.7881 0.3645 0.00 0.04 0.00
H -1.0767 -4.1390 -0.7297 -0.03 -0.01 -0.02
H -1.4306 -2.6778 -1.6522 0.01 0.07 0.02
H -2.1249 -3.2439 1.2842 0.01 -0.06 -0.02
H -3.2253 -2.9752 -0.0782 0.00 -0.06 0.01
H -2.6344 -1.5324 2.6089 -0.04 0.01 0.05
H -4.0059 -1.0058 1.6153 -0.02 -0.01 0.04
H -3.0656 0.8567 3.0089 -0.05 -0.01 -0.01
H -3.0873 1.1994 1.2731 0.02 -0.04 -0.05
H -0.9695 1.0169 4.0729 0.05 -0.05 0.06
H 0.4341 1.3371 3.0547 0.03 -0.02 -0.05
H -0.8083 -1.4091 3.6423 -0.06 0.05 0.04
H 0.7660 -0.7912 4.1532 0.00 -0.04 0.01
C 1.5702 4.3254 1.2492 -0.14 0.03 0.16
C 2.7257 3.6348 0.5322 0.25 0.07 0.03
C 3.6236 2.8910 1.5199 0.00 -0.10 0.11
P 2.0369 2.4410 -0.6795 -0.35 0.45 -0.30
C 3.4605 1.6914 -1.5794 0.16 -0.22 0.08
C 2.8857 0.6697 -2.5624 -0.03 -0.17 -0.21
C 4.4263 2.6396 -2.2719 0.03 0.19 -0.12
C 1.1752 3.4643 -1.9262 0.17 -0.02 0.10
C 1.7759 4.6326 -2.3995 0.11 0.12 -0.01
C 1.1901 5.4684 -3.3380 -0.02 -0.21 0.09
C 1.8803 6.7089 -3.8293 0.05 0.19 0.03
C -0.0612 5.0753 -3.8125 -0.13 0.02 -0.12
C -0.6906 3.9268 -3.3737 0.04 0.20 -0.02
C -0.1076 3.0919 -2.4009 -0.40 -0.44 0.16
N -0.7350 1.9570 -1.9288 0.56 0.32 -0.16
C -2.0830 1.6919 -2.2314 0.11 0.06 0.26
C -3.1225 2.3727 -1.5616 0.01 -0.01 -0.12
C -2.8016 3.5117 -0.6368 0.03 0.12 0.12
C -4.4419 1.9888 -1.7745 0.03 0.02 0.08
C -4.7789 0.9352 -2.6174 0.00 -0.02 0.00
C -6.2118 0.5168 -2.8053 -0.11 -0.02 -0.04
C -3.7474 0.2666 -3.2628 0.00 -0.04 -0.01
C -2.4144 0.6234 -3.0821 0.07 -0.02 0.08
C -1.3203 -0.1182 -3.8004 0.11 -0.18 -0.09
H 1.9453 5.0624 1.9626 0.03 -0.01 -0.03
H 0.9747 3.6018 1.8190 0.03 -0.02 -0.04
H 0.8943 4.8347 0.5615 0.06 -0.01 -0.06
H 3.3233 4.3959 0.0238 -0.02 -0.02 -0.05
H 3.0838 2.0559 1.9824 -0.01 0.04 0.00
H 3.9504 3.5504 2.3263 0.00 0.04 -0.04
H 4.5161 2.4745 1.0506 -0.01 0.06 -0.04
H 4.0082 1.1393 -0.8056 0.01 0.01 -0.02
H 2.1958 1.1354 -3.2719 0.02 0.06 0.04
H 2.3488 -0.1534 -2.0753 0.01 0.08 0.10
H 3.6786 0.1868 -3.1397 0.04 0.09 0.03
H 3.9400 3.1643 -3.0965 -0.02 -0.05 0.02
H 5.2715 2.0858 -2.6869 -0.01 -0.03 0.02
H 4.8294 3.3949 -1.5936 -0.01 -0.04 0.03
H 2.7510 4.9115 -2.0102 -0.04 0.02 -0.01
H 2.6246 7.0530 -3.1092 0.00 -0.03 -0.01
H 1.1765 7.5293 -3.9793 -0.03 -0.05 -0.01
H 2.3975 6.5526 -4.7788 -0.03 -0.07 -0.01
H -0.5649 5.6905 -4.5523 0.03 0.00 0.02
H -1.6657 3.6680 -3.7705 0.01 -0.01 0.01
H -1.9335 3.2902 -0.0082 -0.02 -0.06 -0.01
H -3.6520 3.7494 0.0042 0.00 -0.01 -0.02
H -2.5341 4.4205 -1.1819 -0.02 -0.05 -0.07
H -5.2319 2.5321 -1.2635 0.00 -0.01 -0.01
H -6.8936 1.3628 -2.7153 0.04 0.02 0.00
H -6.5176 -0.2221 -2.0598 0.04 0.01 0.01
H -6.3699 0.0660 -3.7854 0.03 0.01 0.00
H -3.9887 -0.5471 -3.9408 0.02 0.01 0.01
H -1.7268 -0.7846 -4.5628 -0.04 0.06 0.00
H -0.7239 -0.7570 -3.1335 -0.04 0.06 0.05
H -0.6039 0.5563 -4.2703 -0.05 0.06 0.01
Cl 1.3079 -2.6193 -3.6334 0.09 -0.06 -0.03
C 2.9044 -3.1282 -4.2350 -0.13 0.04 0.01
Cl 4.1278 -3.1168 -2.9673 0.03 0.02 0.09
H 3.1984 -2.4321 -5.0097 0.02 0.01 -0.02
H 2.8119 -4.1372 -4.6148 -0.01 -0.01 -0.02
```
Forces are in eV/Å.

Summary:
Spin multiplicity: 1
HOMO, eV: -8.62
F_max, eV/Å: 0.8
Charge: +1



[2]
The following is a DFT calculation (the ωB97M-V functional and the def2-TZVPD basis) of a 2-piece molecular cluster, C27H48Cl2IN6O3Si overall at a distorted geometry.

XYZ file:
```
88
Properties=species:S:1:pos:R:3:forces:R:3
C -5.1736 -3.1861 -0.7838 0.53 0.12 -0.42
C -4.1248 -2.3584 -1.5490 -0.89 0.16 0.04
N -3.4544 -1.3697 -0.6817 0.25 -0.61 -0.26
C -2.0335 -1.5476 -0.4502 -1.04 0.96 -0.17
I -1.7744 -3.5264 0.3497 0.29 -0.06 -0.24
N -1.3201 -1.4428 -1.7738 0.08 -0.49 0.83
C -0.9241 -0.1514 -2.1041 0.01 0.58 -0.65
N -1.1155 0.2371 -3.3461 0.15 -0.10 -0.51
C -1.7034 -0.6725 -4.3463 -0.02 -0.78 -0.12
N -0.8274 -1.7428 -4.7728 -0.18 0.24 -0.07
C -0.7688 1.5946 -3.7646 -0.81 0.42 0.08
C -1.8652 2.5851 -3.3124 0.17 -0.17 -0.03
C -1.3285 3.9546 -2.9874 0.54 -0.41 -0.46
O -1.7418 4.6191 -2.1104 -0.69 0.79 1.00
O -0.3193 4.4052 -3.8081 0.03 -0.25 -0.02
N -0.4172 0.7206 -1.2189 0.48 -1.36 -0.02
C -0.2130 0.1673 0.1861 -1.77 0.75 1.14
C 0.9299 -0.8494 0.2159 0.75 -0.11 -0.12
C 2.0732 -0.5817 -0.7838 -0.39 -0.35 -0.13
C 3.3979 -1.1290 -0.3380 0.62 0.31 0.09
C 4.4325 -0.2337 -0.0456 0.07 -0.25 0.05
C 5.6979 -0.6693 0.3441 -0.58 -0.25 -0.26
C 5.9460 -2.0350 0.4371 -0.37 0.43 -0.03
C 4.9149 -2.9303 0.1642 0.10 -0.12 -0.08
C 3.6519 -2.4956 -0.2272 0.24 0.41 0.16
N -0.0157 1.2553 1.0586 1.72 -0.83 -0.70
C 1.0469 1.9347 1.2647 -0.46 0.51 -0.18
C 1.9856 1.6927 2.3952 -0.10 -0.06 0.39
C 1.4196 3.1409 0.4287 0.10 -0.43 0.38
C -1.6267 -0.4028 0.5078 0.58 -0.31 -0.11
C -1.9384 -0.6463 1.9907 0.09 -0.17 -0.35
C -0.8894 -1.2936 2.9006 -0.40 0.27 0.73
O -0.1498 -0.3428 3.6717 -0.19 -0.34 -0.27
Si -0.7330 -0.0223 5.2000 0.45 0.84 1.07
C 0.4531 1.2342 5.9330 0.23 -0.63 -0.20
C -2.4367 0.7521 5.2083 -0.03 -0.28 -0.64
C -0.7369 -1.5072 6.3365 -0.40 -0.04 -0.51
H -4.8905 -3.2190 0.2610 -0.18 -0.18 0.19
H -6.1507 -2.7322 -0.9005 -0.17 0.08 0.25
H -5.2276 -4.1894 -1.1974 -0.02 -0.17 0.11
H -3.4411 -2.9889 -2.1116 0.31 0.00 0.14
H -4.6821 -1.7903 -2.2931 0.13 0.08 -0.23
H -3.6035 -0.4569 -1.0931 0.09 0.21 0.27
H -0.5171 -2.0646 -1.7819 0.02 -0.07 -0.24
H -1.9842 -0.0970 -5.2201 -0.04 0.30 0.04
H -2.6133 -1.0974 -3.9329 -0.05 0.06 0.29
H -0.5015 -1.6371 -5.7197 0.22 0.05 0.02
H -0.0670 -1.9293 -4.1414 0.07 -0.13 -0.03
H -0.7482 1.6169 -4.8454 0.46 -0.15 -0.16
H 0.1986 1.8936 -3.3739 0.01 -0.22 -0.17
H -2.3830 2.2140 -2.4349 -0.03 0.04 0.16
H -2.6079 2.7141 -4.0967 -0.08 -0.05 -0.15
H 0.5044 3.9797 -3.5331 0.21 0.14 -0.29
H 0.4160 1.1813 -1.5686 -0.31 0.59 0.02
H 0.5790 -1.8617 0.0407 -0.19 -0.12 0.02
H 1.3641 -0.8853 1.2091 -0.16 0.21 0.25
H 1.8044 -1.0548 -1.7357 0.03 0.07 -0.16
H 2.1872 0.4780 -1.0102 0.11 0.15 0.19
H 4.2587 0.8306 -0.1408 -0.08 0.09 -0.02
H 6.4626 0.0655 0.5355 0.19 -0.01 0.09
H 6.9316 -2.3694 0.7177 0.05 -0.22 0.04
H 5.1140 -3.9904 0.2299 -0.04 -0.08 0.03
H 2.8678 -3.2079 -0.4443 -0.02 -0.14 -0.03
H 3.0102 1.9455 2.1329 0.08 0.04 -0.09
H 1.9081 0.6848 2.7833 -0.04 -0.14 0.01
H 1.6984 2.3606 3.2095 0.01 0.10 0.08
H 1.5975 3.9755 1.1045 -0.10 0.29 -0.13
H 2.3908 2.9231 -0.0202 0.08 0.08 -0.21
H 0.6628 3.3670 -0.3126 -0.07 0.17 -0.07
H -2.2835 0.4111 0.1999 -0.09 0.16 0.08
H -2.8349 -1.2633 2.0175 -0.14 -0.05 -0.07
H -2.2372 0.3023 2.4219 0.13 0.17 0.17
H -1.4433 -1.9112 3.6141 -0.08 -0.31 -0.14
H -0.2166 -1.9734 2.3911 0.23 0.11 -0.14
H 0.8894 1.8866 5.1822 -0.14 0.28 0.02
H -0.0109 1.8029 6.7327 -0.11 0.22 -0.02
H 1.2858 0.6926 6.3843 0.11 -0.03 0.03
H -3.2138 0.0633 4.8731 -0.10 -0.05 0.04
H -2.4567 1.6019 4.5263 0.00 0.15 -0.03
H -2.7142 1.1167 6.1930 0.07 -0.04 0.19
H 0.2289 -1.9972 6.4168 0.11 -0.07 -0.02
H -1.0591 -1.1981 7.3285 0.06 0.15 0.14
H -1.4849 -2.2265 6.0002 0.06 -0.24 0.02
C 3.0373 2.0795 -5.0203 0.03 -0.05 -0.21
Cl 2.6453 2.2598 -3.2887 0.23 0.06 0.14
Cl 2.1135 3.1934 -6.0170 -0.03 -0.02 0.03
H 4.0943 2.2807 -5.1442 0.00 0.07 0.09
H 2.8047 1.0637 -5.3161 -0.04 -0.01 0.07
```
Forces are in eV/Å.

Summary:
Spin multiplicity: 1
HOMO, eV: -10.86
F_max, eV/Å: 2.2
Charge: +1



[3]
The following is a DFT calculation (the ωB97M-V functional and the def2-TZVPD basis) of a 14-piece molecular cluster, C32H31Cl52N4O4P2 overall at a distorted geometry.

XYZ file:
```
125
Properties=species:S:1:pos:R:3:forces:R:3
C 0.4047 -0.6305 6.7086 0.23 -0.39 -1.08
C 1.2789 -0.1432 6.0062 -0.35 -0.19 -1.02
C 2.2349 0.3443 4.8433 -0.28 -0.90 2.01
C 1.3729 0.8996 3.6438 -0.73 2.34 2.08
C 1.5869 2.5066 3.6257 -0.10 -0.47 1.06
O 1.1320 3.1437 2.4133 -0.04 -0.51 -0.27
C 0.0281 2.4090 1.8584 0.85 -1.96 0.88
P -1.0792 3.3847 0.6804 -1.41 3.89 1.72
N -1.9351 4.3805 1.6044 1.02 -0.90 -0.69
C 0.6145 1.0127 1.2732 -2.15 1.03 -2.15
C -0.6713 0.1574 0.9151 -1.38 -0.15 -0.87
N -1.7424 0.1049 1.9348 -0.19 -0.19 -0.13
C -2.7940 -0.9101 1.6042 -0.78 -0.49 0.07
C 1.3105 1.2922 -0.1548 1.27 0.91 -1.28
C 1.8329 2.6593 -0.5639 -0.17 -3.41 -2.25
C 2.3785 2.6573 -1.9354 -1.21 -1.43 1.87
C 2.3677 1.4010 -2.7219 0.36 0.91 -0.83
N 1.9528 0.1202 -2.4031 -0.29 4.33 3.15
C 1.4466 0.1731 -1.1116 -0.45 -0.58 0.72
N 1.5920 0.3604 2.2658 0.10 -0.24 -0.36
C 1.5859 -1.1408 2.2603 0.03 -2.98 -0.51
C 0.5369 -1.9006 3.1705 0.17 -0.85 0.69
C -0.1030 -3.1985 2.5018 -0.40 -0.13 1.71
O 0.8328 -3.9490 1.6811 -1.71 0.38 -1.63
C 0.0878 -4.2609 0.4999 -1.07 -0.81 -1.63
C -1.0531 -5.3791 0.5601 0.14 0.58 1.26
O 0.2394 -3.6923 -0.5619 0.65 -0.19 2.08
P 3.2927 0.7404 1.7118 4.58 -0.05 0.85
O 4.3628 0.3366 2.6931 -2.07 0.33 -0.53
H -0.4274 -1.2578 7.1307 1.50 1.36 -0.25
H 2.9092 1.1509 5.2741 -0.75 -1.00 -0.75
H 2.8985 -0.5423 4.6046 -0.76 1.22 0.05
H 0.2891 0.7702 3.9729 1.37 -0.32 -1.13
H 2.6753 2.7624 3.8536 -1.35 -0.21 -0.85
H 0.9944 2.8967 4.5124 0.55 -0.43 -0.98
H -0.6899 2.2428 2.7361 0.60 -0.06 -1.40
H -2.0285 2.5946 -0.0319 1.09 -0.60 0.00
H -0.3490 4.2462 -0.2163 0.00 -1.37 -0.03
H -1.7341 5.3489 1.3374 -0.20 -0.39 0.34
H -0.4925 -0.9108 0.5885 0.23 1.26 0.52
H -1.1312 0.6457 -0.0154 1.10 -0.58 0.88
H -2.2742 0.9892 1.9888 0.75 -0.49 -0.01
H -3.6837 -0.4225 1.0791 1.04 -0.72 0.77
H -3.1387 -1.4205 2.5615 0.27 0.78 -1.27
H -2.4385 -1.7293 0.9136 -0.11 0.99 0.63
H 1.7646 3.5606 0.0962 0.31 -1.07 -0.77
H 2.7911 3.6083 -2.3669 -0.52 -1.33 0.45
H 2.7692 1.4879 -3.7831 -0.52 -0.19 1.52
H 1.0851 -0.8499 -0.7641 0.44 1.43 -0.46
H 2.6117 -1.5241 2.5855 -1.22 0.92 -0.40
H 1.4665 -1.5689 1.2085 0.22 1.07 1.18
H -0.3192 -1.2936 3.5770 0.90 -0.38 -0.67
H 1.1040 -2.2848 4.0838 -0.74 0.61 -1.15
H -1.0586 -3.0028 1.9366 1.13 0.19 0.53
H -0.3907 -3.8749 3.3742 0.24 0.94 -1.14
H -1.5031 -5.5741 -0.4553 0.96 0.23 1.08
H -0.6614 -6.2997 1.0818 -0.43 0.89 -0.75
H -1.9108 -4.9927 1.2101 1.16 -0.43 -0.70
H 3.4569 2.1591 1.5257 -1.01 -0.86 -0.24
H 3.6172 -0.0062 0.5222 -1.19 0.57 0.49
C -4.4720 6.9549 -0.7288 -0.09 0.16 0.00
Cl -3.2117 5.7529 -1.0752 -0.13 0.20 -0.08
Cl -4.2868 7.5400 0.9349 -0.01 -0.12 -0.23
Cl -4.3164 8.3151 -1.8552 -0.02 -0.21 0.17
Cl -6.0717 6.2092 -0.9190 0.22 0.08 0.08
C -3.7135 5.4577 -5.2582 -0.14 0.08 -0.06
Cl -4.3916 5.0577 -6.8468 0.13 0.04 0.24
Cl -4.9679 5.2809 -4.0167 0.14 0.00 -0.30
Cl -2.3652 4.3586 -4.8965 -0.10 0.09 -0.01
Cl -3.1242 7.1304 -5.2706 -0.05 -0.25 0.01
C 6.6000 0.5124 -2.5467 0.45 0.01 -0.01
Cl 7.3531 -1.0898 -2.5989 -0.16 0.29 0.21
Cl 5.0212 0.4030 -1.7344 0.33 -0.08 -0.17
Cl 7.6428 1.6245 -1.6435 -0.40 -0.03 -0.16
Cl 6.3776 1.1204 -4.2058 -0.10 0.32 0.61
C 6.8799 -3.0814 -6.1767 0.03 0.01 -0.19
Cl 7.3348 -3.9469 -4.6951 -0.05 0.09 -0.17
Cl 6.7256 -1.3475 -5.8265 0.01 -0.65 -0.34
Cl 8.1290 -3.3272 -7.4110 -0.17 0.02 0.19
Cl 5.3289 -3.7044 -6.7718 0.19 0.08 0.10
C -1.8257 -5.3580 5.9748 -0.09 -0.28 0.21
Cl -2.5554 -5.7478 4.4031 0.07 0.09 0.13
Cl -3.0478 -5.5090 7.2480 0.20 0.07 -0.25
Cl -0.4885 -6.4740 6.2997 -0.19 0.22 -0.09
Cl -1.2095 -3.6908 5.9408 -0.05 -0.07 0.01
C -6.4514 -1.1246 3.9659 -0.26 0.08 -0.06
Cl -7.1377 -1.5404 2.3861 0.17 0.24 0.28
Cl -7.6854 -1.3162 5.2225 0.26 0.04 -0.19
Cl -5.0835 -2.2048 4.3080 -0.08 -0.02 0.09
Cl -5.8887 0.5591 3.9427 0.01 -0.19 0.00
C -0.2262 -1.7026 -4.8865 0.10 -0.16 0.02
Cl 0.2591 -2.5176 -3.3863 -0.19 0.08 -0.22
Cl -0.4510 0.0328 -4.5794 -0.08 -0.13 -0.09
Cl 1.0333 -1.9261 -6.1149 -0.16 0.07 0.18
Cl -1.7505 -2.3978 -5.4688 0.20 0.11 0.08
C -7.0027 -4.6481 -0.2350 -0.09 -0.06 -0.11
Cl -6.2556 -5.2371 -1.7320 -0.17 0.09 0.35
Cl -5.7389 -4.3547 0.9804 -0.08 -0.09 -0.12
Cl -7.8736 -3.1349 -0.5634 0.35 -0.24 -0.10
Cl -8.1391 -5.8628 0.3763 0.19 0.20 -0.11
C -10.6904 -3.3627 2.9194 -0.06 0.00 0.02
Cl -11.9456 -4.5822 2.6347 0.20 0.17 0.03
Cl -11.2348 -2.2350 4.1759 0.08 -0.14 -0.17
Cl -9.1969 -4.1650 3.4508 -0.25 0.04 -0.05
Cl -10.3830 -2.4691 1.4155 -0.27 -0.12 0.34
C 4.5393 5.0427 -5.4065 0.24 0.18 -0.12
Cl 5.7080 4.4796 -6.6145 -0.21 0.03 0.20
Cl 5.3868 5.9305 -4.1278 0.20 -0.53 -0.32
Cl 3.3524 6.1079 -6.1826 0.13 -0.17 0.12
Cl 3.7032 3.6460 -4.6942 0.17 0.25 -0.36
C 12.0635 1.0479 -1.3328 0.10 -0.04 -0.02
Cl 11.9562 1.4182 0.3992 -0.01 -0.04 -0.22
Cl 10.5997 0.1845 -1.8438 0.35 0.02 0.05
Cl 12.2095 2.5579 -2.2526 -0.04 -0.19 0.12
Cl 13.4856 0.0320 -1.6336 -0.20 0.15 0.05
C -4.9372 -8.6403 -4.3104 -0.05 -0.15 -0.04
Cl -6.1517 -9.0246 -5.5434 0.18 0.08 0.19
Cl -5.3815 -9.4176 -2.7789 0.06 0.13 -0.18
Cl -3.3507 -9.2326 -4.8368 -0.21 0.11 0.08
Cl -4.8646 -6.8811 -4.0801 0.10 -0.19 -0.17
C 3.3766 8.9430 -1.8050 -0.05 0.13 -0.09
Cl 4.9023 8.5668 -0.9797 -0.17 0.01 -0.10
Cl 3.2761 8.0110 -3.3109 -0.32 0.46 0.38
Cl 2.0129 8.5145 -0.7515 0.14 0.03 -0.09
Cl 3.3159 10.6753 -2.1751 0.01 -0.28 0.08
```
Forces are in eV/Å.

Summary:
Spin multiplicity: 1
HOMO, eV: -11.03
F_max, eV/Å: 5.4
Charge: +1



| no. | energy (a.u.) | gap between HOMO and LUMO (eV) |
| --- | --- | --- |
| 1 | -2853.44555 | 6.42 |
| 2 | -3119.22105 | 7.94 |
| 3 | -26369.89105 | 7.85 |